(1)
ORCA calculation (ωB97M-V/def2-TZVPD) on a 5-piece molecular cluster, C34H80BN6O14 overall at a distorted geometry.

```
135
Properties=species:S:1:pos:R:3
C 0.806 0.169 1.039
C 2.281 -0.421 0.783
O 2.613 -0.640 -0.607
B 2.420 -2.020 -1.001
O 3.214 -3.010 -0.290
N 1.410 -2.311 -2.077
C 0.538 -3.477 -1.756
C -0.548 -3.208 -0.610
C -2.079 -2.924 -1.070
N -0.340 -3.230 0.693
C 2.096 -2.547 -3.407
O 3.420 -3.133 -3.279
C 3.539 -4.392 -3.975
C 2.946 -5.664 -3.200
C 3.503 -5.874 -1.710
O 3.387 -6.844 -3.975
C 2.312 -1.115 -4.157
O 1.640 -0.856 -5.219
O 3.240 -0.185 -3.691
H 0.926 1.043 1.791
H 0.284 0.486 0.073
H 0.170 -0.615 1.609
H 3.030 0.372 1.175
H 2.409 -1.332 1.463
H 2.652 -3.668 0.169
H 1.096 -4.440 -1.486
H -0.059 -3.718 -2.720
H -2.147 -2.376 -2.068
H -2.536 -3.982 -1.214
H -2.664 -2.444 -0.216
H 0.660 -3.453 0.835
H 1.473 -3.178 -4.127
H 4.677 -4.586 -4.089
H 3.142 -4.324 -5.061
H 1.807 -5.643 -3.296
H 3.834 -6.976 -1.576
H 4.379 -5.141 -1.538
H 2.750 -5.670 -0.877
H 2.740 -7.550 -3.764
C -1.251 5.063 -2.884
O -2.252 4.735 -3.835
C -1.744 4.544 -5.158
C -1.788 3.066 -5.554
N -0.803 2.283 -4.812
C -0.988 0.829 -4.916
C -2.314 0.236 -4.415
O -2.497 0.300 -3.003
C -2.957 1.549 -2.520
H -1.750 5.392 -1.970
H -0.642 4.190 -2.639
H -0.611 5.874 -3.243
H -0.740 4.966 -5.279
H -2.413 5.096 -5.826
H -1.586 2.974 -6.626
H -2.807 2.709 -5.366
H -0.851 2.534 -3.830
H -0.178 0.374 -4.339
H -0.834 0.535 -5.961
H -2.297 -0.832 -4.660
H -3.190 0.643 -4.938
H -3.639 2.040 -3.219
H -2.108 2.196 -2.289
H -3.491 1.376 -1.582
C -2.942 1.760 5.884
O -3.117 3.116 5.500
C -2.526 4.048 6.408
C -1.287 4.702 5.792
N -0.180 3.754 5.679
C 0.926 4.221 4.833
C 0.623 4.535 3.361
O 0.308 3.397 2.568
C -1.033 2.950 2.675
H -3.594 1.147 5.260
H -1.912 1.435 5.715
H -3.215 1.604 6.931
H -2.303 3.594 7.380
H -3.275 4.829 6.576
H -0.976 5.546 6.417
H -1.579 5.093 4.812
H -0.526 2.885 5.289
H 1.685 3.432 4.857
H 1.374 5.104 5.305
H 1.541 4.949 2.928
H -0.137 5.317 3.238
H -1.737 3.774 2.816
H -1.119 2.224 3.486
H -1.294 2.429 1.750
C 7.012 3.509 7.217
O 7.423 4.824 6.876
C 8.381 4.868 5.817
C 7.755 5.420 4.534
N 6.806 4.474 3.950
C 5.955 5.048 2.901
C 5.042 6.225 3.277
O 3.975 5.886 4.156
C 4.335 5.818 5.526
H 6.456 3.563 8.155
H 6.347 3.097 6.454
H 7.871 2.848 7.359
H 8.856 3.895 5.649
H 9.164 5.562 6.139
H 8.547 5.630 3.807
H 7.268 6.367 4.791
H 6.202 4.116 4.682
H 5.318 4.233 2.542
H 6.594 5.343 2.060
H 4.564 6.566 2.352
H 5.597 7.092 3.656
H 5.100 6.550 5.793
H 4.663 4.806 5.773
H 3.442 6.019 6.124
C -6.306 -8.301 -5.041
O -6.578 -6.911 -5.131
C -7.804 -6.526 -4.504
C -7.539 -5.739 -3.218
N -7.000 -6.598 -2.165
C -6.446 -5.866 -1.019
C -5.278 -4.902 -1.275
O -4.058 -5.538 -1.639
C -3.963 -5.903 -3.006
H -5.478 -8.525 -5.716
H -5.999 -8.575 -4.029
H -7.172 -8.897 -5.342
H -8.463 -7.383 -4.326
H -8.314 -5.863 -5.210
H -8.475 -5.290 -2.872
H -6.844 -4.931 -3.469
H -6.261 -7.175 -2.554
H -6.104 -6.625 -0.307
H -7.263 -5.320 -0.531
H -5.071 -4.393 -0.327
H -5.528 -4.106 -1.987
H -4.468 -5.191 -3.663
H -4.358 -6.911 -3.151
H -2.905 -5.931 -3.278
```

HOMO-LUMO gap = 6.1 eV
Total charge = -1
Energy relative to the best compared isomer or geometry (same formula, charge and spin) = 3.740 eV
Total energy = -2749.998827 a.u.
E_HOMO = -4.0 eV
E_LUMO = 2.10 eV

---

(2)
ORCA calculation (ωB97M-V/def2-TZVPD) on C32H30HfN3O3P as an isolated structure at a distorted geometry.

```
70
Properties=species:S:1:pos:R:3
N -0.131 1.142 -2.649
C 0.381 1.024 -3.693
C 1.006 0.927 -4.976
H 1.834 1.648 -5.042
H 0.271 1.153 -5.764
H 1.399 -0.082 -5.156
N -3.340 0.277 -0.635
C -4.436 -0.117 -0.601
C -5.772 -0.590 -0.528
H -6.276 -0.397 -1.479
H -6.298 -0.063 0.272
H -5.783 -1.664 -0.324
N -0.570 2.493 0.778
C -0.204 3.185 1.648
C 0.244 4.071 2.678
H 0.160 3.614 3.672
H -0.364 4.989 2.676
H 1.294 4.353 2.517
Hf -1.576 1.685 -1.037
C -1.997 0.152 1.468
O -2.414 -0.687 2.136
C -1.552 -1.084 -1.820
O -1.802 -2.194 -1.940
C -2.343 2.622 -3.025
C -1.347 3.459 -2.503
C -1.479 3.988 -1.225
C -2.620 3.697 -0.465
C -3.635 2.930 -1.012
C -3.500 2.394 -2.294
H -2.267 2.227 -4.036
H -0.475 3.717 -3.096
H -0.706 4.644 -0.837
H -2.762 4.145 0.516
H -4.574 2.829 -0.464
H -4.328 1.870 -2.773
O 0.419 0.051 -0.158
P 1.275 -0.934 0.594
C 1.835 -0.310 2.186
C 3.139 -0.554 2.645
C 3.548 -0.079 3.894
C 2.674 0.668 4.686
C 1.380 0.932 4.227
C 0.977 0.470 2.975
C 0.388 -2.479 0.882
C -0.202 -2.778 2.111
C -0.955 -3.947 2.241
C -1.107 -4.819 1.161
C -0.499 -4.527 -0.063
C 0.253 -3.362 -0.195
C 2.724 -1.446 -0.322
C 3.392 -2.610 0.105
C 4.475 -3.112 -0.615
C 4.889 -2.451 -1.777
C 4.236 -1.283 -2.196
C 3.158 -0.770 -1.468
H 3.851 -1.094 2.020
H 4.566 -0.274 4.234
H 3.001 1.074 5.642
H 0.685 1.515 4.835
H -0.004 0.741 2.575
H -0.056 -2.118 2.969
H -1.453 -4.157 3.188
H -1.739 -5.698 1.248
H -0.617 -5.184 -0.927
H 0.776 -3.161 -1.139
H 3.059 -3.148 0.996
H 4.979 -4.020 -0.271
H 5.720 -2.853 -2.362
H 4.561 -0.768 -3.104
H 2.635 0.128 -1.803
```

HOMO-LUMO gap = 3.1 eV
Total charge = +4
Total energy = -2015.284030 a.u.
E_HOMO = -18.0 eV
E_LUMO = -14.87 eV

---

(3)
ORCA calculation (ωB97M-V/def2-TZVPD) on a 2-piece molecular cluster, C2H6N2O3S overall at a distorted geometry.

```
14
Properties=species:S:1:pos:R:3
C -0.545 -0.371 -1.441
C -1.779 -0.665 -0.769
N -0.772 -0.061 -2.612
N -2.117 -1.625 -0.003
O 1.209 0.437 2.893
O 1.513 1.914 0.847
O 1.847 -0.599 0.792
S 2.167 0.553 1.578
H 0.459 -0.498 -0.836
H -2.643 -0.041 -1.038
H -0.029 0.003 -3.316
H -1.465 -2.293 0.253
H 0.332 0.421 2.574
H 1.823 2.826 1.078
```

HOMO-LUMO gap = 9.7 eV
Total charge = 0
Energy relative to the best compared isomer or geometry (same formula, charge and spin) = 2.426 eV
Total energy = -813.137655 a.u.
E_HOMO = -9.4 eV
E_LUMO = 0.23 eV

---

(4)
ORCA calculation (ωB97M-V/def2-TZVPD) on an isolated molecule of C13H15N3O3 at a distorted geometry.

```
34
Properties=species:S:1:pos:R:3
N 2.269 -1.973 -0.879
C 1.078 -1.893 -1.712
C -0.144 -1.658 -0.927
O -1.068 -1.437 -1.717
N -0.243 -1.767 0.365
C -1.378 -1.360 1.137
C -0.933 -0.158 1.979
C -0.444 0.944 1.090
C -1.194 2.007 0.577
N -0.399 2.685 -0.343
C 0.869 2.304 -0.307
C 1.992 2.688 -1.096
C 3.180 1.972 -0.736
C 3.313 0.910 0.184
C 2.212 0.553 0.929
C 0.915 1.175 0.619
C -2.836 -1.153 0.629
O -3.658 -1.106 1.541
O -3.158 -1.012 -0.669
H 2.302 -2.969 -0.637
H 3.041 -1.510 -1.263
H 0.951 -2.792 -2.412
H 1.170 -0.950 -2.315
H 0.619 -1.983 0.854
H -1.642 -2.227 1.800
H -1.785 0.051 2.558
H -0.144 -0.452 2.579
H -2.291 2.321 0.724
H -0.824 3.229 -1.073
H 2.047 3.514 -1.799
H 3.950 2.323 -1.427
H 4.315 0.511 0.540
H 2.425 -0.178 1.685
H -2.237 -1.058 -1.257
```

SMILES = NCC(=O)N[C@@H](Cc1c[nH]c2ccccc12)C(=O)O
HOMO-LUMO gap = 8.6 eV
Total charge = 0
Energy relative to the best compared isomer or geometry (same formula, charge and spin) = 2.342 eV
Total energy = -894.349735 a.u.
E_HOMO = -8.1 eV
E_LUMO = 0.50 eV

---

(5)
ORCA calculation (ωB97M-V/def2-TZVPD) on C27H44AlAsClO10S2Si as an isolated structure at a distorted geometry.

```
87
Properties=species:S:1:pos:R:3
Al 0.163 0.867 -0.472
C -3.123 0.034 -1.981
C -2.838 -0.700 -0.680
C -3.584 -0.023 0.470
C -3.296 -2.150 -0.843
O -1.406 -0.642 -0.380
Si -0.535 -1.813 0.463
S 1.262 -0.885 0.746
O -1.484 -2.048 1.785
C -1.341 -2.940 2.890
C -1.981 -4.282 2.524
C -2.091 -2.293 4.052
C 0.123 -3.151 3.275
O -0.513 -3.298 -0.242
C 0.295 -3.981 -1.219
C -0.457 -5.283 -1.493
C 0.410 -3.171 -2.502
C 1.682 -4.301 -0.664
H -4.177 -0.084 -2.237
H -2.514 -0.361 -2.792
H -2.901 1.093 -1.899
H -4.659 -0.048 0.285
H -3.261 1.016 0.545
H -3.362 -0.530 1.408
H -4.348 -2.163 -1.128
H -3.173 -2.712 0.082
H -2.717 -2.636 -1.628
H -3.053 -4.157 2.356
H -1.829 -5.008 3.325
H -1.526 -4.651 1.606
H -3.133 -2.123 3.774
H -1.634 -1.331 4.291
H -2.059 -2.931 4.937
H 0.650 -3.674 2.473
H 0.192 -3.736 4.192
H 0.618 -2.190 3.417
H -1.446 -5.061 -1.898
H -0.576 -5.849 -0.568
H 0.093 -5.889 -2.215
H -0.576 -2.969 -2.926
H 0.996 -3.719 -3.241
H 0.901 -2.220 -2.314
H 1.596 -4.917 0.235
H 2.197 -3.381 -0.403
H 2.270 -4.840 -1.410
O -2.323 3.587 -3.043
As -0.913 3.457 -1.990
O -1.039 4.808 -1.076
O -1.004 2.100 -1.021
C 0.689 3.488 -3.073
C 1.315 4.716 -3.227
C 2.546 4.787 -3.861
C 3.169 3.632 -4.311
C 2.554 2.400 -4.154
C 1.313 2.332 -3.548
S 0.428 0.790 -3.509
O 1.049 -0.088 -4.467
O -0.930 1.167 -3.788
O 0.610 0.226 -2.120
H -2.752 4.396 -2.730
H 0.831 5.597 -2.824
H 3.029 5.747 -3.989
H 4.138 3.694 -4.788
H 3.008 1.484 -4.508
C -0.450 2.981 3.225
C -0.197 1.585 2.694
O -0.601 1.475 1.323
H -0.107 3.053 4.258
H -1.516 3.218 3.194
H 0.086 3.719 2.629
H -0.766 0.846 3.265
H 0.861 1.327 2.752
H -1.003 2.304 1.007
Cl 1.622 4.872 0.903
C 2.591 3.592 1.599
C 3.252 3.854 2.789
C 4.018 2.867 3.387
C 4.132 1.632 2.760
C 3.494 1.396 1.557
C 2.671 2.356 0.940
C 1.948 2.062 -0.311
H 3.175 4.837 3.237
H 4.543 3.067 4.312
H 4.725 0.847 3.216
H 3.604 0.437 1.072
H 2.610 1.479 -0.962
H 1.734 3.001 -0.816
```

HOMO-LUMO gap = 7.3 eV
Total charge = -1
Total energy = -5832.397079 a.u.
E_HOMO = -4.8 eV
E_LUMO = 2.52 eV

---

(6)
ORCA calculation (ωB97M-V/def2-TZVPD) on a 2-piece molecular cluster, C2H5BrS overall at a distorted geometry.

```
9
Properties=species:S:1:pos:R:3
C -0.682 0.939 0.123
C 0.329 -0.151 -0.209
S -0.088 -1.898 0.034
Br 2.146 0.322 0.124
H -0.430 1.200 1.076
H -0.511 1.720 -0.499
H -1.532 0.355 -0.022
H 0.180 -0.272 -1.853
H 0.588 -2.214 1.225
```

HOMO-LUMO gap = 9.6 eV
Total charge = 0
Energy relative to the best compared isomer or geometry (same formula, charge and spin) = 2.464 eV
Total energy = -3051.294299 a.u.
E_HOMO = -9.2 eV
E_LUMO = 0.36 eV

---

(7)
ORCA calculation (ωB97M-V/def2-TZVPD) on an isolated molecule of C6H10O at a distorted geometry.

```
17
Properties=species:S:1:pos:R:3
C -0.490 -2.555 -1.925
C -0.771 -1.643 -0.740
C -0.044 -0.409 -0.530
C 0.125 0.602 0.580
C 1.050 1.687 0.830
C 0.865 2.611 2.091
O -0.420 3.171 2.278
H 0.018 -1.908 -2.634
H -1.374 -3.188 -2.146
H 0.350 -3.257 -1.705
H -1.226 -2.168 0.092
H 0.653 -0.065 -1.216
H -0.795 0.586 1.147
H 1.897 1.825 0.183
H 1.522 3.388 1.991
H 1.274 2.154 3.107
H -1.132 2.445 2.209
```

SMILES = C/C=C/C=C/CO
HOMO-LUMO gap = 8.5 eV
Total charge = 0
Energy relative to the best compared isomer or geometry (same formula, charge and spin) = 3.182 eV
Total energy = -309.725434 a.u.
E_HOMO = -8.3 eV
E_LUMO = 0.23 eV

---

(8)
ORCA calculation (ωB97M-V/def2-TZVPD) on a 2-piece molecular cluster, C7H12N3S overall at a distorted geometry.

```
23
Properties=species:S:1:pos:R:3
C 1.957 -0.156 2.806
C 1.926 -0.092 1.481
C 0.648 -0.511 3.301
C 0.951 0.602 -1.221
C 0.348 -0.344 -0.306
C -0.827 -2.496 -0.945
C -0.859 1.964 0.013
N -0.100 -0.652 2.133
N 0.671 -0.375 1.015
N -0.499 0.808 -0.869
S -0.024 -0.683 4.762
H 2.796 0.053 3.418
H 2.676 0.184 0.909
H 1.686 1.222 -0.734
H 1.099 0.372 -2.297
H -1.317 -2.575 -1.932
H -1.293 -2.336 0.067
H 0.055 -3.199 -0.822
H -0.033 2.004 0.637
H -1.055 2.883 -0.528
H -1.576 1.759 0.671
H -0.834 -1.363 2.084
H -1.128 0.588 -1.712
```

HOMO-LUMO gap (spin up / spin down) = 7.0 / 6.3 eV
Total charge = +1
Energy relative to the best compared isomer or geometry (same formula, charge and spin) = 7.085 eV
Total energy = -835.887123 a.u.
E_HOMO (spin up / spin down) = -11.3 / -11.3 eV
E_LUMO (spin up / spin down) = -4.30 / -5.01 eV

---

> Number 5 is which compound?

C27H44AlAsClO10S2Si

---

> Number 8 is which compound?

C7H12N3S